[1]
C30H35As2Cl3FeN5Si as an isolated structure, computed with ωB97M-V/def2-TZVPD.

Output
Relative energy (zero: lowest compared OMol25 entry of this formula, charge and spin) (kJ/mol): 135.7
Electronic energy (Eh): -8842.9185
HOMO-LUMO gap (spin up / spin down) (eV): 8.678 / 5.505
HOMO level (spin up / spin down) (hartree): -0.488 / -0.491
2S+1: 6
Maximum force (hartree/bohr): 0.0138
Total charge: +2
LUMO energy (spin up / spin down) (eV): -4.6 / -7.8

Geometry (Å):
Fe (-1.949, -0.681, 1.638)
C (0.899, 0.622, -1.185)
C (2.309, 0.806, -0.604)
As (3.493, -0.720, -0.787)
C (3.436, -1.881, 0.682)
C (4.403, -2.884, 0.797)
C (4.335, -3.764, 1.861)
C (3.305, -3.649, 2.789)
C (2.342, -2.649, 2.670)
C (2.396, -1.761, 1.610)
C (5.279, -0.190, -1.146)
C (6.186, -0.053, -0.094)
C (7.468, 0.394, -0.370)
C (7.838, 0.685, -1.677)
C (6.932, 0.534, -2.720)
C (5.645, 0.096, -2.460)
As (-0.586, 1.040, 0.062)
C (-1.898, 1.744, -1.180)
C (-2.849, 2.622, -0.660)
C (-3.848, 3.132, -1.475)
C (-3.913, 2.757, -2.813)
C (-2.975, 1.876, -3.330)
C (-1.966, 1.370, -2.516)
C (0.154, 2.635, 0.849)
C (0.454, 2.612, 2.208)
C (1.041, 3.724, 2.801)
C (1.319, 4.848, 2.037)
C (1.010, 4.872, 0.680)
C (0.426, 3.766, 0.083)
H (0.752, -0.343, -1.669)
H (0.768, 1.372, -1.967)
H (2.342, 1.150, 0.434)
H (2.851, 1.565, -1.171)
H (5.198, -2.965, 0.066)
H (5.081, -4.539, 1.970)
H (3.260, -4.339, 3.621)
H (1.566, -2.545, 3.413)
H (1.670, -0.951, 1.539)
H (5.899, -0.288, 0.923)
H (8.179, 0.514, 0.437)
H (8.843, 1.028, -1.886)
H (7.231, 0.754, -3.736)
H (4.940, -0.028, -3.273)
H (-2.792, 2.934, 0.378)
H (-4.567, 3.833, -1.070)
H (-4.686, 3.162, -3.452)
H (-3.017, 1.588, -4.372)
H (-1.245, 0.683, -2.941)
H (0.225, 1.735, 2.804)
H (1.270, 3.715, 3.858)
H (1.770, 5.716, 2.500)
H (1.217, 5.757, 0.094)
H (0.164, 3.792, -0.969)
C (-6.199, -2.639, -1.275)
N (-5.427, -1.514, -0.751)
C (-5.954, -0.163, -0.929)
C (-4.220, -1.659, -0.175)
N (-3.551, -0.674, 0.348)
N (-3.706, -2.942, -0.175)
C (-2.438, -3.359, 0.179)
N (-2.194, -4.655, -0.130)
N (-1.584, -2.573, 0.736)
H (-7.224, -2.317, -1.419)
H (-6.241, -3.462, -0.560)
H (-5.815, -2.991, -2.236)
H (-6.849, -0.218, -1.539)
H (-5.233, 0.472, -1.449)
H (-6.217, 0.289, 0.029)
H (-4.042, 0.207, 0.272)
H (-4.270, -3.634, -0.636)
H (-2.895, -5.257, -0.522)
H (-1.362, -5.099, 0.217)
H (-0.705, -3.039, 0.937)
Cl (-3.455, 1.395, 2.761)
Si (-3.704, -0.517, 3.750)
Cl (-0.756, -0.884, 3.579)
Cl (-3.570, 0.026, 5.707)

[2]
C30H35CsN3O7 as an isolated structure at a distorted geometry, computed with ωB97M-V/def2-TZVPD.

Output
Relative energy (zero: lowest compared OMol25 entry of this formula, charge and spin) (kJ/mol): 0.0
Electronic energy (Eh): -1874.9215
HOMO-LUMO gap (eV): 3.424
HOMO level (hartree): -0.075
Maximum force (hartree/bohr): 0.1026
Total charge: -1
LUMO energy (eV): 1.4

Geometry (Å):
Cs (0.504, 13.563, 11.072)
C (-1.438, 16.748, 12.796)
C (-0.607, 17.542, 11.849)
O (0.535, 16.748, 11.426)
C (1.625, 17.419, 10.777)
C (2.999, 17.250, 11.475)
O (3.217, 15.893, 11.898)
C (4.588, 15.575, 12.079)
C (4.574, 14.159, 12.611)
O (3.792, 14.223, 13.834)
C (3.403, 13.012, 14.385)
C (1.214, 14.082, 15.169)
O (0.331, 14.362, 16.166)
C (0.069, 15.862, 16.155)
C (-1.056, 16.198, 15.077)
O (-0.492, 16.317, 13.824)
H (-1.882, 15.861, 12.315)
H (-2.238, 17.328, 13.301)
H (-0.183, 18.485, 12.241)
H (-1.240, 17.781, 10.959)
H (1.318, 18.538, 10.756)
H (1.716, 16.971, 9.792)
H (2.979, 18.122, 12.225)
H (3.890, 17.458, 10.802)
H (5.153, 16.224, 12.781)
H (5.147, 15.529, 11.073)
H (5.639, 13.986, 12.734)
H (4.039, 13.485, 11.861)
H (4.193, 12.388, 14.742)
H (2.695, 12.389, 13.784)
H (0.864, 13.239, 14.538)
H (1.521, 14.946, 14.557)
H (0.983, 16.397, 15.903)
H (-0.461, 15.975, 17.122)
H (-1.703, 17.095, 15.261)
H (-1.724, 15.319, 15.106)
C (3.537, 14.056, 17.806)
C (3.258, 14.322, 16.469)
N (2.528, 13.343, 15.658)
C (2.144, 12.042, 16.347)
C (2.529, 11.882, 17.701)
C (3.122, 12.888, 18.464)
C (2.070, 10.712, 18.476)
C (1.390, 9.736, 17.801)
C (1.159, 9.834, 16.405)
C (1.390, 10.969, 15.657)
N (0.883, 11.306, 14.469)
C (0.491, 10.360, 13.606)
C (1.265, 9.243, 13.242)
C (0.627, 8.046, 12.844)
C (-0.721, 8.042, 12.513)
C (-1.449, 9.202, 12.619)
C (-2.829, 9.353, 12.163)
C (-3.432, 10.581, 12.249)
C (-2.651, 11.718, 12.484)
N (-1.388, 11.596, 12.814)
C (-0.841, 10.401, 13.031)
H (4.001, 14.868, 18.350)
H (3.626, 15.281, 15.949)
H (3.439, 12.577, 19.431)
H (2.409, 10.647, 19.509)
H (0.957, 8.806, 18.333)
H (0.390, 9.150, 15.955)
H (2.298, 9.100, 13.592)
H (1.141, 7.043, 12.883)
H (-1.314, 7.192, 12.250)
H (-3.416, 8.438, 12.036)
H (-4.459, 10.774, 12.003)
H (-3.086, 12.707, 12.260)
C (0.450, 14.220, 5.433)
O (0.075, 15.559, 5.005)
C (-0.817, 16.226, 5.786)
O (-0.845, 17.387, 6.093)
H (0.667, 13.571, 4.529)
H (-0.375, 13.819, 6.052)
H (1.327, 14.167, 6.135)

[3]
C30H35F2N4PRh as an isolated structure at a distorted geometry, computed with ωB97M-V/def2-TZVPD.

Output
Electronic energy (Eh): -2033.9018
HOMO-LUMO gap (spin up / spin down) (eV): 6.367 / 6.365
HOMO level (spin up / spin down) (hartree): -0.609 / -0.609
Maximum force (hartree/bohr): 0.0578
Total charge: +3
LUMO energy (spin up / spin down) (eV): -10.2 / -10.2

Geometry (Å):
Rh (0.051, 0.359, 0.574)
N (1.448, -3.891, 2.067)
C (1.541, -2.397, 2.215)
C (1.042, -2.008, 3.602)
C (1.173, -0.499, 3.856)
N (0.218, 0.270, 3.046)
C (2.612, -0.051, 3.604)
C (3.125, -0.441, 2.219)
N (2.430, 0.309, 1.163)
C (2.982, -1.953, 1.992)
H (0.481, -4.224, 2.184)
H (2.017, -4.355, 2.791)
H (1.801, -4.214, 1.155)
H (0.900, -1.919, 1.451)
H (1.638, -2.516, 4.360)
H (0.002, -2.307, 3.725)
H (0.955, -0.330, 4.921)
H (0.318, 1.255, 3.291)
H (-0.729, 0.000, 3.308)
H (3.254, -0.519, 4.351)
H (2.698, 1.029, 3.738)
H (4.200, -0.204, 2.183)
H (2.878, 0.101, 0.267)
H (2.576, 1.304, 1.341)
H (3.642, -2.458, 2.698)
H (3.307, -2.199, 0.978)
F (-3.108, -4.226, 0.694)
C (-3.078, -2.900, 0.781)
C (-1.846, -2.260, 0.650)
C (-1.755, -0.884, 0.756)
C (-2.927, -0.115, 0.981)
C (-4.145, -0.809, 1.117)
F (-5.272, -0.152, 1.370)
C (-4.235, -2.185, 1.026)
C (-2.816, 1.346, 1.062)
C (-3.903, 2.232, 1.091)
C (-3.677, 3.596, 1.149)
C (-2.377, 4.078, 1.183)
C (-1.347, 3.151, 1.152)
N (-1.566, 1.846, 1.089)
H (-0.985, -2.878, 0.430)
H (-5.191, -2.671, 1.141)
H (-4.917, 1.871, 1.059)
H (-4.513, 4.279, 1.167)
H (-2.164, 5.132, 1.236)
H (-0.311, 3.468, 1.200)
C (1.414, 2.864, -1.839)
P (0.721, 1.177, -1.636)
C (1.821, 0.214, -2.735)
C (1.347, -0.404, -3.893)
C (2.248, -0.957, -4.786)
C (3.607, -0.960, -4.510)
C (4.081, -0.365, -3.346)
C (3.192, 0.211, -2.460)
C (-0.879, 1.182, -2.502)
C (-1.643, 0.008, -2.423)
C (-2.811, -0.113, -3.145)
C (-3.230, 0.933, -3.957)
C (-2.478, 2.101, -4.032)
C (-1.320, 2.245, -3.287)
H (1.569, 3.049, -2.902)
H (2.378, 2.947, -1.338)
H (0.735, 3.609, -1.425)
H (0.293, -0.418, -4.123)
H (1.887, -1.377, -5.713)
H (4.299, -1.430, -5.192)
H (5.138, -0.347, -3.139)
H (3.570, 0.702, -1.573)
H (-1.289, -0.813, -1.804)
H (-3.392, -1.021, -3.084)
H (-4.139, 0.840, -4.531)
H (-2.791, 2.902, -4.684)
H (-0.755, 3.161, -3.361)